A 6-piece molecular cluster, C18H48O6 overall at a distorted geometry, computed with ωB97M-V/def2-TZVPD.

Results
- SMILES = CC(C)O.CC(C)O.CC(C)O.CC(C)O.CC(C)O.CC(C)O
- relative energy (zero: lowest compared OMol25 entry of this formula, charge and spin) (kJ/mol) = 187.3
- charge = 0

Positions of all 72 atoms, in Å:
H (6.0891, 2.3042, 0.2083)
H (-1.1342, 2.1503, 0.5150)
H (0.0863, -1.8975, -1.2077)
C (5.9907, 2.2666, 1.2932)
C (-0.3744, -2.4767, 5.0420)
O (-6.2261, -1.8014, -1.6285)
H (-5.4078, -0.6610, 0.6586)
H (-3.3076, -0.1197, -1.8135)
H (-5.8492, -0.0781, -2.4210)
H (-1.9853, -1.1464, 5.4434)
H (6.1328, 3.2722, 1.6890)
C (-3.9718, -0.9827, -1.7680)
C (0.6903, 3.0365, -1.8781)
H (1.2953, 0.9301, 0.5623)
C (-5.6675, -0.0094, -0.1758)
H (-0.6728, -4.3280, 5.0303)
C (-1.4955, 1.1636, 0.8049)
H (2.0086, -3.4278, -2.7683)
H (1.3709, -3.6219, 4.2241)
O (-1.6623, 2.4059, -2.1443)
C (0.2293, -2.7442, -3.4470)
O (-1.1870, -3.5707, 4.7410)
H (-0.0971, -2.5439, 6.0940)
H (1.6039, 3.2678, -2.4257)
C (1.3667, -2.5972, -2.4750)
O (0.7516, -2.5895, -1.2185)
C (-0.6571, -0.0130, 0.3271)
H (-5.1680, 0.9591, -0.1496)
H (0.9656, 2.1087, -1.3765)
C (0.7663, 0.0433, 0.9114)
H (4.9809, -0.4065, 1.6961)
C (-1.1118, -1.1439, 4.7913)
C (0.9481, -2.6173, 4.2164)
H (-2.5017, 1.2457, 0.3940)
H (5.2454, 1.0379, 3.4467)
H (-0.4766, -0.3148, 5.1031)
H (-2.2897, 2.1995, -2.8410)
H (-1.6546, 4.1363, -4.2409)
H (0.5289, -2.8225, -4.4920)
H (1.4841, -0.4112, -2.7509)
H (0.4523, 3.7231, -1.0657)
H (-1.5605, 1.2008, 1.8923)
H (-0.9950, 4.9296, -2.8501)
H (1.3218, -0.8803, 0.7485)
H (3.3073, -0.0324, 1.2985)
H (-3.8198, -1.5666, -2.6758)
H (0.6722, 0.1926, 1.9870)
H (6.7493, 1.5550, 1.6193)
C (-0.8131, 4.1126, -3.5484)
H (-0.1420, 2.0586, -3.5202)
H (-1.1512, -0.9314, 0.6444)
H (2.6967, -1.2701, -3.6163)
C (-0.4672, 2.8109, -2.8016)
H (-6.3520, -2.0718, -2.5409)
H (-0.2501, -3.6975, -3.2247)
O (4.5514, 1.5915, 3.0813)
H (-0.5009, -1.9369, -3.5054)
H (3.8865, 2.3560, 1.2430)
H (-1.3415, -0.9486, 3.7438)
H (-6.7097, 0.2232, 0.0428)
H (-3.4978, -1.6039, -1.0080)
O (-0.5590, -0.0131, -0.9893)
C (2.1625, -1.2601, -2.6662)
H (4.6408, 0.0726, 0.0563)
C (4.6284, 1.6746, 1.6593)
H (1.6887, -1.9376, 4.6379)
H (-0.8027, 0.8581, -1.3107)
H (2.8101, -1.1107, -1.8022)
C (-5.4483, -0.6359, -1.5747)
H (0.8437, -2.2830, 3.1842)
H (0.0192, 4.3802, -4.1993)
C (4.3427, 0.2381, 1.0916)

Mulliken population analysis, charges in e, atoms 1 to 2: atom 1 (H): 0.352, atom 2 (H): 0.305

A 9-piece molecular cluster, C18H49N5O13 overall at a distorted geometry, computed with ωB97M-V/def2-TZVPD.

Results
- SMILES = CC(N)=O.CC(N)=O.CC(N)=O.CC(N)=O.CC(N)=O.OCCO.OCCO.OCCO.OCCO
- charge = 0

Positions of all 85 atoms, in Å:
H (-3.4391, -5.5230, -2.0306)
H (-5.5583, -0.5221, 1.0403)
H (-1.3055, 0.4525, -1.1492)
O (-0.9485, 0.7899, 3.9428)
H (0.0167, -6.2843, 1.0577)
C (3.1293, 2.0830, 1.9634)
H (1.7728, -1.0854, -1.2493)
H (-3.4404, -3.5347, -3.0812)
C (-0.8815, -0.1976, -0.3700)
O (-0.2200, 3.5953, -3.1301)
N (2.7831, -1.1612, -1.3286)
H (5.2562, -1.4933, -1.2895)
H (3.0435, 1.1650, 2.5406)
H (0.6591, -4.6240, 3.2572)
C (-2.4963, -4.0718, -2.9001)
O (0.4717, -3.6714, 0.0499)
H (-1.7151, -0.6917, 0.1356)
C (3.8510, 3.1401, 2.7691)
C (-4.0283, 0.9458, 1.6169)
H (0.3461, -4.5585, -0.3059)
C (0.2875, -4.7418, 2.2379)
H (3.1855, 1.5772, -5.3294)
C (1.0711, -3.8461, 1.3301)
N (-3.5308, 0.0909, 2.5278)
H (-0.1364, -2.0493, -0.6029)
H (5.4112, -0.1782, -0.1333)
H (1.2122, -2.8806, 1.8093)
H (0.6130, 0.2401, -2.4612)
C (-0.2012, 1.8930, 4.4301)
H (-0.4036, 0.3243, 3.2588)
H (-0.6423, 5.6761, -0.8382)
H (0.5153, 1.8227, -3.1639)
H (-1.3469, -5.4808, -3.9298)
C (-0.0872, 0.6558, 0.5839)
C (-5.2733, 0.5158, 0.8704)
H (-1.9914, 2.9541, 5.0315)
C (-0.9417, 4.0686, -2.2811)
H (-2.6572, 3.6975, -3.2746)
O (-0.0367, -1.1756, -1.0234)
C (-2.1585, -4.7847, -4.1680)
H (2.1087, 4.2754, 2.9892)
H (3.1536, -1.1625, -2.2682)
O (-2.6625, -4.9875, -1.8323)
H (-1.9709, 2.9036, 2.6739)
H (0.7058, 4.6203, -1.1619)
H (5.3208, -1.8514, 0.4597)
N (-2.2980, 4.1135, -2.4339)
H (-2.8600, 4.2777, -1.6203)
H (-3.9967, -0.7628, 2.7567)
O (0.3868, -6.1147, 1.9299)
H (-1.8684, -4.0695, -4.9423)
H (0.7629, 1.1527, 0.0985)
H (1.5491, 1.4656, -6.0562)
O (2.9252, -0.8289, 0.8979)
C (2.1185, 1.6020, -5.1403)
H (-5.1323, 0.6535, -0.2001)
O (-3.4783, 2.0085, 1.3474)
N (3.0654, 4.1483, 3.2584)
H (3.7685, 1.8811, 1.1127)
H (3.5106, 4.9214, 3.7209)
O (2.3881, -0.5494, -4.1418)
H (2.1209, 2.4107, 1.7139)
H (2.0674, -4.2866, 1.1982)
H (-3.1354, -6.2291, -5.1052)
H (1.2723, -0.4669, 1.4927)
H (-0.7683, -4.4365, 2.2847)
H (-0.5241, 3.9780, 4.8802)
H (0.2489, 1.6428, 5.3977)
O (0.3928, -0.0586, 1.7094)
C (4.9636, -1.1609, -0.2952)
C (-0.3791, 4.6324, -1.0076)
C (-1.0693, 3.1326, 4.4621)
N (0.9060, 0.8852, -3.1822)
H (-0.5923, 4.0681, -0.1084)
H (-6.1027, 1.1623, 1.1655)
H (-0.7359, 1.4587, 0.9428)
C (1.7883, 0.5305, -4.1316)
H (1.8778, 2.5913, -4.7386)
O (-1.4180, 3.5662, 3.1262)
C (3.4830, -1.0158, -0.1997)
O (5.0643, 3.1321, 2.9099)
H (0.6135, 2.1441, 3.7375)
H (-2.6544, 0.3164, 3.0098)
O (-3.3421, -5.4959, -4.5220)
H (-1.7595, -3.3293, -2.6013)

Mulliken population analysis, charges in e, atoms 1 to 2: atom 1 (H): 0.325, atom 2 (H): 0.373

A 5-piece molecular cluster, C18H50BrN4O4 overall at a distorted geometry, computed with ωB97M-V/def2-TZVPD.

Results
- relative energy (zero: lowest compared OMol25 entry of this formula, charge and spin) (kJ/mol) = 481.8
- charge = +3

Positions of all 77 atoms, in Å:
H (-3.7253, 2.7767, 3.2778)
H (-4.0037, 5.7744, -2.5504)
C (8.2484, -4.0798, 0.3368)
H (-2.4102, 4.1897, 4.3173)
H (0.0899, 4.3287, 0.9439)
H (-1.9373, 5.3442, -3.4400)
H (-0.5334, -4.0983, 1.5028)
O (-1.6085, -3.8564, -1.0285)
H (-1.1274, 5.6381, 3.5268)
C (-0.2283, 3.8497, -5.3559)
H (-2.3039, -6.5424, -0.3853)
H (-3.4391, 2.8902, -4.4835)
H (0.5079, 5.9992, 2.7174)
H (-2.5432, 4.9302, -6.6792)
C (-0.2862, 3.5964, 1.6582)
H (-2.4098, -2.3667, 0.4428)
H (0.5057, 3.5453, -6.1021)
H (-2.6196, 2.7476, 4.9678)
H (-1.3687, 3.6471, 1.5412)
H (-0.4252, 4.9195, -5.2868)
H (-3.6607, -6.9935, 1.7720)
H (6.2175, -2.2065, 3.0117)
H (-0.8534, -3.2661, -1.0822)
O (7.3873, -1.7713, 0.0858)
H (-1.7276, 3.7020, -7.4289)
H (8.2680, -4.3751, -0.7123)
H (6.1253, -3.9262, 3.1570)
H (5.7145, -4.1694, 0.9386)
H (2.1814, 4.5842, 2.9225)
H (0.3981, 5.4162, 4.3704)
H (-0.5790, -5.9222, 0.0303)
O (-3.8646, 4.8805, -2.8716)
H (0.0170, 2.6186, 1.2839)
C (-2.0286, 3.1808, 4.1608)
H (-3.1667, 5.3955, -4.7405)
C (-1.1821, -6.3180, 2.6883)
H (2.0402, 3.8189, 4.3063)
N (-1.9690, -5.7374, 1.5047)
C (-2.5189, 3.4253, -4.2487)
H (-0.1255, -6.0585, 2.6219)
Br (2.1529, -0.4436, -1.7332)
H (-1.0512, -7.5426, 0.4614)
C (-2.4722, 3.8430, -6.6454)
C (-1.4090, 1.7290, -5.8086)
H (5.1967, -2.6983, 0.6944)
C (-3.4584, -5.9232, 1.7313)
H (0.1118, 3.3057, -4.4746)
H (-3.9663, -5.6740, 0.7996)
C (7.2552, -2.8954, 0.5930)
N (-1.6129, 3.2553, -5.4629)
H (-0.9771, 1.3094, -4.9000)
H (7.8928, -4.9281, 0.9216)
H (-1.8949, 2.9246, -3.5084)
C (-2.2393, -3.4215, 0.2275)
H (-3.2941, -3.6760, 0.1237)
H (-3.3975, 3.3394, -6.9252)
O (-2.8024, 2.8486, 3.0236)
H (4.5749, -2.9515, 2.7885)
H (-2.3833, 1.2949, -6.0334)
C (-1.6162, -4.2126, 1.4528)
C (-2.8109, 4.8507, -3.8660)
N (0.1742, 3.8890, 3.1025)
H (-0.6222, 1.7452, -6.5627)
H (0.0315, 2.9736, 5.0476)
C (-1.4408, -6.5409, 0.2805)
C (1.7318, 3.6554, 3.2737)
H (2.0452, 2.7127, 2.8250)
H (-1.8854, -3.7970, 2.4238)
C (5.6516, -3.0735, 2.6706)
H (9.2697, -3.7626, 0.5477)
C (-0.4986, 2.9098, 4.0973)
H (-1.6206, -5.9345, 3.6096)
H (-1.2991, -7.4000, 2.7489)
C (-0.0785, 5.3744, 3.3911)
H (-3.7964, -5.3088, 2.5657)
N (5.9137, -3.2110, 1.1874)
H (-0.4301, 1.9227, 3.6401)

Mulliken population analysis, charges in e, atoms 1 to 2: atom 1 (H): 0.329, atom 2 (H): 0.334

A 3-piece molecular cluster, C18H50FIN6O2P2Si overall at a distorted geometry, computed with ωB97M-V/def2-TZVPD.

Results
- SMILES = C[C@H](F)C[SiH2]C[C@@H](C)I.CN(C)P(=O)(N(C)C)N(C)C.CN(C)P(=O)(N(C)C)N(C)C
- relative energy (zero: lowest compared OMol25 entry of this formula, charge and spin) (kJ/mol) = 0.0
- charge = 0

Positions of all 81 atoms, in Å:
F (2.7312, -5.4122, -5.2535)
H (4.1763, -5.1161, -3.8713)
H (-3.7918, -2.8722, -1.5118)
H (-0.3143, -1.4158, 3.0414)
H (3.1210, 3.1128, 3.5490)
H (-1.0792, -0.3617, -0.5640)
H (-5.0442, -3.9908, 2.4988)
C (-0.0742, -3.0867, -4.6935)
H (-5.0331, -3.7126, 0.7490)
H (0.6896, 3.9806, 0.2767)
H (-1.4328, 0.5974, 3.3735)
H (-2.1476, -3.5320, -1.6669)
C (2.4698, 2.6820, 2.7966)
H (2.7792, 6.4893, 2.4550)
O (-4.3037, -0.4859, 0.1058)
H (-1.0031, 5.6875, 4.9525)
H (-3.5407, -4.1400, 1.6273)
C (-2.8860, -3.1530, -0.9575)
C (3.9960, -4.9095, -4.9241)
H (-0.8483, -1.6953, -1.6921)
C (-0.1240, 5.2748, 5.4469)
H (0.0837, -4.9137, -5.8454)
H (4.1929, -2.8851, -4.2086)
C (-0.9223, -1.8023, 2.2222)
H (2.3812, 5.8539, 0.8474)
O (-0.5563, 3.5823, 3.2992)
H (3.0632, 4.7777, 4.6195)
N (0.9885, 5.1438, 4.5128)
C (2.1518, 4.6089, 5.1944)
H (0.1564, 5.9619, 6.2486)
H (0.4630, 2.3749, 0.9903)
N (-2.3010, -2.0428, -0.2174)
H (-5.2308, -0.4585, 2.6546)
Si (2.5233, -2.7237, -6.0758)
C (-5.4171, -1.5069, 2.4233)
P (0.4794, 4.5779, 2.9280)
H (1.6062, -2.0143, -3.9508)
H (-0.3678, -3.4610, -6.8261)
C (-0.4630, -3.9760, -5.8727)
H (5.3945, -6.5312, -5.1650)
C (2.0194, 6.4708, 1.6664)
H (-1.2703, -2.8036, 2.4997)
C (1.1856, 3.1864, 0.8393)
H (-3.0801, 0.7409, 2.8047)
H (4.5635, -6.0436, -6.6550)
H (-0.9349, -2.4918, -4.4052)
H (4.9053, -3.1734, -5.7689)
C (-0.2284, 7.0857, 2.4323)
H (-3.1204, -3.9882, -0.3059)
H (1.9117, 7.4835, 1.2760)
H (0.7473, -1.1757, -5.2160)
C (5.0290, -5.6844, -5.7396)
H (-1.1987, 6.6638, 2.7018)
H (-5.7665, -1.9898, 3.3391)
H (-0.2692, -1.8880, 1.3566)
H (-1.5151, -4.2413, -5.7620)
P (-3.2377, -1.1499, 0.8978)
C (-1.5995, -1.1401, -1.1281)
C (-4.4642, -3.5618, 1.6783)
C (1.1337, -2.1525, -4.9245)
H (0.1055, 7.7240, 3.2589)
H (2.9795, -1.5149, -6.8095)
C (-2.3151, 0.0185, 3.0949)
H (3.1291, 2.1935, 2.0775)
H (2.0650, 3.5366, 5.4230)
H (-2.6777, -0.5270, 3.9746)
N (0.7319, 6.0266, 2.1551)
N (-2.0163, -0.8854, 1.9909)
I (0.3053, -4.3539, -2.9841)
H (-0.4179, 4.3148, 5.8897)
C (4.0282, -3.3902, -5.1598)
N (-4.1996, -2.1652, 1.9657)
H (-6.2206, -1.5399, 1.6765)
H (2.2877, 5.1418, 6.1382)
H (2.0110, 2.8178, 0.2285)
H (-0.3894, 7.7064, 1.5490)
H (5.8743, -5.0551, -6.0015)
H (2.0872, -3.6718, -7.1149)
H (-2.2865, -0.6491, -1.8292)
H (1.8431, 1.9127, 3.2667)
N (1.6988, 3.7062, 2.1065)

Mulliken population analysis, charges in e, atoms 1 to 2: atom 1 (F): -0.332, atom 2 (H): 0.189

A 6-piece molecular cluster, C18H50N2O8 overall at a distorted geometry, computed with ωB97M-V/def2-TZVPD.

Results
- SMILES = COC[C@H](C)N.COC[C@H](C)N.CC(C)O.CC(C)O.OCCO.OCCO
- relative energy (zero: lowest compared OMol25 entry of this formula, charge and spin) (kJ/mol) = 321.8
- charge = 0

Positions of all 78 atoms, in Å:
H (-2.4195, -7.7259, -0.0297)
H (-2.3191, 4.0755, 0.4427)
H (-1.3049, 1.0780, 1.7077)
H (1.7659, -3.4238, -0.6922)
H (-0.2120, 4.7413, 2.1285)
C (2.0715, -0.7677, -1.5830)
H (-3.3097, -7.0221, 1.3030)
H (3.8698, -1.0832, 2.3159)
C (2.6932, -1.4035, -0.3414)
O (-1.5693, -5.2826, 2.0170)
H (-0.2451, 4.1402, -1.4289)
N (-0.5322, 5.0958, -1.2726)
C (-2.2269, 5.1570, 0.3427)
H (-3.8989, -0.5245, -0.7011)
H (2.5174, -2.8652, 3.2294)
C (-0.7399, 5.5106, 0.1500)
O (-0.3507, 3.4330, -5.6352)
H (4.7533, -1.1341, 4.4440)
H (-0.5545, 0.6622, -1.0600)
H (-2.2894, 4.2518, -3.9308)
O (4.4985, -3.0533, 2.6362)
H (-0.7541, 6.5782, 0.3692)
H (2.5719, -1.1595, -2.4686)
H (2.4996, -3.3402, 0.8912)
H (2.0696, 3.2043, 2.1881)
C (-0.9384, -1.6646, 2.2301)
H (3.0153, -1.1151, 4.9944)
H (3.6692, -3.3819, 4.5084)
C (-1.3057, -6.3618, 1.1564)
H (0.5450, 2.3091, 2.4005)
O (-1.0923, -0.8620, 1.0747)
H (1.1488, 5.3517, 1.1269)
H (4.2631, -3.9046, 2.2602)
H (-0.1639, 3.6059, -3.5514)
H (-1.4431, 5.2199, -1.6910)
O (0.5640, 3.4727, 0.6996)
H (-3.1815, 0.0877, -2.0224)
C (1.2654, 2.6803, 1.6715)
H (0.5875, 3.2433, -5.7087)
C (-2.8917, -0.2787, -1.0376)
H (1.0007, -0.8905, -1.7454)
H (3.4804, -3.6097, -0.4115)
H (-1.1967, -1.1403, 3.1501)
C (-0.2281, 1.5174, -4.4369)
C (3.5128, -2.7267, 3.6515)
H (-3.0102, -4.9502, 0.1096)
C (3.7065, -1.2468, 4.1619)
O (3.5404, -0.4673, 2.9746)
C (2.6109, -3.0103, -0.1417)
H (-2.9062, 5.5387, -0.4195)
H (-2.5596, 2.5875, -3.4253)
C (0.2283, 4.7680, 1.1317)
H (-2.7735, 0.0389, 1.7572)
H (-0.8752, -7.2000, 1.7042)
C (-0.6692, 3.0378, -4.3325)
H (-1.6646, -2.4758, 2.1794)
H (-0.6253, 1.1205, -5.3712)
C (-2.2539, 0.8741, -0.2436)
H (4.4249, -1.7013, -1.0119)
O (4.0468, -1.0394, -0.4284)
H (0.0812, -2.0452, 2.2918)
H (-2.6725, 2.9163, -5.1267)
H (-0.7960, 2.2794, -0.5605)
H (-0.7049, 1.0259, -3.5888)
H (-2.3689, -1.2247, -1.1785)
H (-2.6823, 5.6080, 1.2244)
H (-1.9601, -5.7986, 2.7259)
H (0.8598, 1.5683, -4.3924)
C (-2.6351, -6.7868, 0.4798)
H (1.7909, 1.8341, 1.2289)
C (-2.1462, 3.2103, -4.2186)
O (-3.1316, -5.7820, -0.3540)
H (-0.5090, -6.2545, 0.4203)
H (2.1848, 0.3161, -1.6075)
C (-1.8937, 0.3265, 1.1817)
H (2.3165, -0.8893, 0.5428)
H (-2.9712, 1.6722, -0.0524)
N (-1.1773, 1.4552, -1.0026)

Mulliken population analysis, charges in e, atoms 1 to 2: atom 1 (H): 0.330, atom 2 (H): 0.111

The calculation returns the following E values, one per record and in order: -31727.7082; -53531.5733; -103640.5489; -69785.6840; -38832.2055 eV.